Below is a cluster of 18 separate species, C80H176O38 in total in a non-equilibrium geometry, with properties calculated with ωB97M-V with the def2-TZVPD basis set.

As for the total energy: -163601.786 eV. As for the strongest force on any atom: 4.38 eV/Å. Its HOMO-LUMO gap is 9.4 eV.

XYZ file:
```
294
C80H176O38 ωB97M-V with the def2-TZVPD basis set
C -0.328 7.328 1.554
C -1.766 7.601 1.843
O -2.445 8.175 0.654
C -2.524 7.390 -0.365
O -2.174 6.260 -0.435
O -3.089 8.090 -1.431
C -3.346 7.379 -2.640
H 0.295 8.243 1.569
H -0.191 6.854 0.613
H 0.046 6.701 2.368
H -1.890 8.343 2.636
H -2.251 6.715 2.134
H -3.977 6.435 -2.496
H -2.428 7.070 -3.167
H -3.984 8.007 -3.192
C 4.660 0.839 0.716
C 3.843 -0.434 0.527
O 2.605 -0.403 1.267
C 2.656 -0.543 2.621
O 3.689 -0.771 3.221
O 1.491 -0.398 3.219
C 0.340 -0.303 2.349
H 4.284 1.819 0.371
H 5.557 0.594 0.090
H 4.865 1.017 1.780
H 4.445 -1.353 0.730
H 3.388 -0.573 -0.478
H -0.453 -0.287 3.024
H 0.219 -1.173 1.721
H 0.334 0.507 1.628
C 4.284 -0.621 -4.883
C 3.583 -1.443 -3.872
O 3.442 -1.102 -2.755
C 3.117 -2.843 -4.262
H 4.695 -1.297 -5.659
H 5.110 0.020 -4.496
H 3.513 0.053 -5.310
H 2.345 -2.785 -5.081
H 2.780 -3.334 -3.355
H 4.003 -3.358 -4.568
C -0.694 -4.502 -6.285
C -1.083 -3.673 -5.110
O -0.405 -2.743 -4.703
C -2.321 -4.148 -4.313
H -1.124 -5.491 -6.267
H 0.448 -4.503 -6.341
H -1.137 -3.974 -7.168
H -3.165 -3.971 -4.965
H -2.312 -3.579 -3.418
H -2.225 -5.232 -4.147
C -5.198 -1.090 -5.124
C -4.104 -1.115 -4.036
O -4.240 -1.691 -2.977
C -2.906 -0.306 -4.494
H -6.069 -1.652 -4.824
H -4.773 -1.618 -5.988
H -5.459 -0.136 -5.513
H -3.097 0.761 -4.539
H -2.659 -0.449 -5.555
H -1.961 -0.539 -3.910
C 0.239 -6.318 -1.969
C 0.021 -7.561 -2.907
O -0.577 -7.380 -3.964
C 0.579 -8.899 -2.487
H 0.588 -6.550 -0.991
H -0.674 -5.639 -2.016
H 1.003 -5.716 -2.504
H 1.190 -8.779 -1.625
H 1.169 -9.329 -3.304
H -0.294 -9.483 -2.133
C -6.091 0.271 -0.338
C -6.575 1.053 0.900
O -6.196 0.740 2.031
C -7.474 2.264 0.631
H -5.422 -0.510 -0.054
H -5.635 0.981 -1.076
H -6.908 -0.113 -0.953
H -8.322 2.058 -0.051
H -7.001 3.129 0.150
H -7.854 2.673 1.633
C -3.011 -3.019 1.662
C -3.601 -2.271 2.805
O -2.928 -1.671 3.614
C -5.083 -2.402 2.930
H -2.149 -2.594 1.157
H -3.769 -3.387 0.951
H -2.662 -3.918 2.128
H -5.396 -2.263 3.969
H -5.353 -3.366 2.593
H -5.534 -1.669 2.277
C 0.064 4.851 -3.432
C -0.999 4.004 -4.009
O -1.873 4.582 -4.656
C -1.022 2.550 -3.806
H 0.464 5.664 -4.135
H 0.813 4.328 -2.910
H -0.398 5.314 -2.567
H -0.095 2.099 -4.016
H -1.811 2.157 -4.423
H -1.225 2.418 -2.737
C -5.254 5.892 2.674
C -5.473 6.070 4.167
O -5.368 7.128 4.677
C -5.797 4.869 4.988
H -4.507 5.130 2.532
H -4.990 6.816 2.125
H -6.277 5.572 2.350
H -6.176 5.262 5.966
H -4.827 4.305 5.146
H -6.616 4.351 4.415
C -4.453 3.606 -2.089
O -5.115 2.588 -2.762
C -5.873 2.930 -3.861
C -5.049 3.427 -5.059
O -4.317 2.295 -5.558
C -3.967 2.490 -6.940
C -4.974 1.788 -7.878
O -4.530 0.427 -7.975
C -5.345 -0.388 -8.809
H -3.860 3.179 -1.251
H -5.180 4.307 -1.623
H -3.797 4.195 -2.703
H -6.502 3.819 -3.699
H -6.648 2.179 -4.094
H -4.384 4.238 -4.780
H -5.753 3.722 -5.872
H -3.063 1.966 -7.230
H -3.724 3.566 -7.125
H -5.123 2.286 -8.824
H -6.002 1.756 -7.422
H -6.375 -0.536 -8.466
H -4.878 -1.396 -8.866
H -5.390 -0.116 -9.896
C 0.756 3.483 -7.812
O 1.576 3.718 -6.677
C 2.660 2.865 -6.684
C 3.294 2.807 -5.282
O 2.422 2.408 -4.286
C 3.046 2.132 -3.026
C 2.036 1.935 -1.895
O 1.814 3.221 -1.329
C 1.282 2.988 0.000
H 1.443 3.178 -8.600
H 0.268 4.369 -8.083
H 0.057 2.640 -7.749
H 3.481 3.129 -7.345
H 2.263 1.837 -6.905
H 3.687 3.843 -5.026
H 4.166 2.109 -5.373
H 3.577 3.052 -2.698
H 3.625 1.180 -3.173
H 2.475 1.331 -1.130
H 1.158 1.430 -2.318
H 0.400 2.375 -0.061
H 1.052 3.963 0.510
H 1.947 2.431 0.640
C 4.122 -8.653 0.369
O 3.651 -8.814 1.711
C 3.461 -7.542 2.378
C 2.601 -6.544 1.579
O 1.319 -7.104 1.226
C 0.399 -7.302 2.285
C -1.009 -7.478 1.757
O -1.459 -6.241 1.214
C -2.562 -6.463 0.289
H 4.677 -9.618 0.215
H 4.883 -7.843 0.331
H 3.279 -8.385 -0.251
H 4.491 -7.124 2.430
H 3.017 -7.791 3.366
H 3.129 -6.426 0.635
H 2.531 -5.569 2.097
H 0.415 -6.620 3.145
H 0.634 -8.149 2.860
H -1.658 -7.761 2.565
H -1.055 -8.267 1.021
H -2.385 -7.332 -0.314
H -2.701 -5.539 -0.274
H -3.510 -6.622 0.797
C 4.773 -4.683 -1.877
O 5.436 -5.206 -0.701
C 5.225 -4.440 0.460
C 6.277 -3.309 0.540
O 6.309 -2.498 -0.635
C 7.553 -1.881 -0.990
C 7.240 -1.240 -2.340
O 6.793 -2.080 -3.406
C 7.585 -3.170 -3.789
H 3.799 -5.085 -1.877
H 5.245 -5.096 -2.792
H 4.852 -3.616 -2.011
H 5.308 -5.067 1.334
H 4.231 -3.967 0.404
H 7.241 -3.802 0.622
H 6.112 -2.686 1.449
H 8.418 -2.627 -0.951
H 7.783 -1.129 -0.265
H 8.139 -0.769 -2.739
H 6.431 -0.537 -2.362
H 7.232 -3.563 -4.729
H 7.525 -3.925 -2.988
H 8.646 -2.874 -3.896
C -3.386 1.766 4.411
O -2.952 3.129 4.183
C -1.910 3.572 5.019
C -1.493 4.978 4.608
O -2.623 5.858 4.730
C -2.642 6.449 6.049
C -2.302 7.898 5.954
O -0.824 8.001 5.802
C -0.453 9.323 5.629
H -3.894 1.666 5.365
H -2.518 1.035 4.315
H -4.110 1.639 3.621
H -1.025 2.950 4.933
H -2.265 3.538 6.091
H -1.249 4.885 3.520
H -0.607 5.373 5.058
H -1.938 5.907 6.803
H -3.633 6.222 6.448
H -2.613 8.445 6.831
H -2.801 8.256 5.067
H 0.585 9.454 5.923
H -1.177 9.835 6.275
H -0.609 9.645 4.600
C 1.155 2.712 3.986
O 2.369 2.323 3.616
C 3.308 2.554 4.716
C 3.480 4.012 5.143
O 3.727 4.863 4.028
C 4.920 4.459 3.324
C 6.239 4.973 3.907
O 6.668 4.202 4.992
C 7.971 4.529 5.419
H 0.538 2.376 3.188
H 1.059 3.814 4.052
H 0.923 2.325 4.934
H 4.228 2.093 4.395
H 2.963 1.841 5.467
H 4.212 4.152 5.927
H 2.464 4.392 5.519
H 4.912 4.907 2.290
H 4.936 3.335 3.034
H 6.026 6.027 4.161
H 6.985 4.970 3.128
H 8.327 5.547 5.164
H 8.783 3.959 4.983
H 8.022 4.513 6.550
C 1.387 -3.633 0.216
O 0.265 -2.852 -0.113
C 0.442 -2.122 -1.308
C -0.657 -1.193 -1.776
O -1.034 -0.195 -0.831
C -2.418 0.197 -0.828
C -2.627 1.120 0.291
O -2.001 2.349 0.062
C -2.081 3.245 1.191
H 1.012 -4.407 0.925
H 2.278 -3.138 0.672
H 1.759 -4.267 -0.640
H 0.546 -2.814 -2.158
H 1.339 -1.483 -1.198
H -1.565 -1.752 -2.113
H -0.236 -0.774 -2.674
H -2.906 -0.757 -0.734
H -2.756 0.641 -1.783
H -2.143 0.697 1.207
H -3.693 1.208 0.588
H -3.073 3.192 1.673
H -1.879 4.229 0.782
H -1.376 2.878 1.901
C 2.979 -7.049 6.680
O 2.054 -7.278 5.671
C 0.778 -7.744 6.019
C -0.251 -6.588 6.318
O -0.571 -6.044 5.050
C -0.801 -4.612 4.848
C 0.420 -3.875 4.596
O 1.430 -4.060 5.548
C 2.705 -3.646 5.046
H 2.726 -6.114 7.175
H 3.899 -6.934 6.172
H 3.017 -7.879 7.389
H 0.825 -8.438 6.873
H 0.352 -8.249 5.126
H 0.229 -5.817 6.907
H -1.129 -7.098 6.760
H -1.272 -4.257 5.726
H -1.473 -4.477 3.998
H 0.141 -2.824 4.569
H 0.802 -4.087 3.605
H 2.991 -4.436 4.267
H 3.348 -3.719 5.903
H 2.663 -2.630 4.517
```